(1)
The following is a quantum chemistry calculation of a 2-piece molecular cluster, C3H5N4 overall in a non-equilibrium geometry, from the Open Molecules 2025 dataset.

Output
- spin multiplicity = 1
- relative energy (zero: lowest compared OMol25 entry of this formula, charge and spin) (eV) = 4.339
- HOMO energy (hartree) = -0.423
- charge = +1
- maximum force (eV/Å) = 5.91
- gap between HOMO and LUMO (Ha) = 0.2260
- LUMO (eV) = -5.35

Element x y z (Å)
N  1.5554  1.1726  -2.9526
N  0.8181  -0.6613  2.0163
N  1.9067  1.3985  0.7049
N  -0.1663  -0.9016  1.5521
C  -1.3673  -1.1561  0.9813
C  1.8435  1.4330  -1.7998
C  1.8897  1.4471  -0.5140
H  -1.5900  -2.2264  1.0596
H  2.5658  1.9048  1.2885
H  2.0394  1.5564  -3.7590
H  -2.1504  -0.5894  1.5039
H  -1.3594  -0.8627  -0.0763

Forces on atoms 1 to 3 (eV/Å):
-0.702 -0.605 -0.934
-2.790 -0.649 -1.361
-0.631 -0.646 1.547

(2)
The following is a quantum chemistry calculation of C10H11N8O2S2Zn as an isolated structure, from the Open Molecules 2025 dataset.

Output
- spin multiplicity = 1
- relative energy (zero: lowest compared OMol25 entry of this formula, charge and spin) (eV) = 0.000
- HOMO energy (hartree) = -0.401
- charge = +1
- maximum force (eV/Å) = 0.61
- gap between HOMO and LUMO (Ha) = 0.2840
- LUMO (eV) = -3.18

Element x y z (Å)
Zn  -0.1854  0.2502  0.3519
S  -2.9916  -3.0291  -1.2745
S  -2.8305  3.4011  -1.6638
O  1.6404  1.5941  -0.1477
O  1.7370  -0.5865  -0.5276
N  4.2340  -0.7683  -0.8919
N  -0.5423  3.6612  -0.2490
N  0.2106  -2.3053  6.0993
N  -1.5004  -1.1244  -0.4710
N  0.1505  -0.0437  2.2024
N  -0.0672  -0.3733  4.5888
N  -0.7732  -3.2167  0.2732
N  -1.4237  1.5345  -0.6386
C  0.0853  -1.4214  5.3681
C  -2.5222  -0.5434  -1.2086
C  0.0416  -0.2499  3.3585
C  3.7494  0.6463  -0.7280
C  -1.6337  -2.4261  -0.4022
C  2.2505  0.5631  -0.4446
C  -1.4683  2.8422  -0.7658
C  -3.4081  -1.4140  -1.7290
C  -3.3537  1.7663  -1.8771
C  -2.4909  0.9205  -1.2855
H  4.8111  -1.0746  -0.1100
H  -4.2769  -1.2167  -2.3318
H  4.7548  -0.9193  -1.7535
H  3.9308  1.1977  -1.6473
H  -1.0287  -4.1690  0.4694
H  -0.6009  4.6545  -0.3779
H  -4.2576  1.5415  -2.4152
H  4.2773  1.1301  0.0888
H  -0.1795  -2.7659  0.9532
H  3.3358  -1.3202  -0.8927
H  0.3256  3.2646  0.0793

Forces on atoms 1 to 3 (eV/Å):
0.055 -0.048 -0.031
-0.029 0.010 -0.025
-0.048 -0.010 -0.008

(3)
The following is a quantum chemistry calculation of a 2-piece molecular cluster, C5H12Cl overall in a non-equilibrium geometry, from the Open Molecules 2025 dataset.

Output
- spin multiplicity = 1
- relative energy (zero: lowest compared OMol25 entry of this formula, charge and spin) (eV) = 2.358
- HOMO energy (hartree) = -0.125
- charge = -1
- maximum force (eV/Å) = 5.21
- gap between HOMO and LUMO (Ha) = 0.2545
- LUMO (eV) = 3.52

Element x y z (Å)
Cl  134.8260  153.0750  137.4710
C  134.8560  149.1420  138.6190
C  134.4160  150.3230  139.4800
C  135.9430  148.4300  139.1600
C  133.2590  151.0590  138.7880
C  136.4770  147.1870  138.3820
H  136.7100  149.2000  139.1540
H  135.1500  149.5670  137.6590
H  137.1520  146.4050  138.9200
H  133.5650  151.3650  137.7560
H  136.9920  147.1980  137.3310
H  132.9500  151.8880  139.3350
H  135.3390  150.9510  139.7090
H  135.6350  148.2170  140.1060
H  132.4170  150.2820  138.6380
H  135.6770  146.4080  138.2850
H  133.8520  149.8940  140.2310
H  134.1380  148.3620  138.4280

Forces on atoms 1 to 3 (eV/Å):
0.862 0.968 -0.461
-1.965 1.603 -2.702
0.314 0.398 -2.199

(4)
The following is a quantum chemistry calculation of one molecule with the formula C5H11N, from the Open Molecules 2025 dataset.

Output
- spin multiplicity = 1
- SMILES string = CCN1C[C@H]1C
- relative energy (zero: lowest compared OMol25 entry of this formula, charge and spin) (eV) = 1.143
- HOMO energy (hartree) = -0.332
- maximum force (eV/Å) = 0.27
- gap between HOMO and LUMO (Ha) = 0.3779
- LUMO (eV) = 1.25

Element x y z (Å)
N  0.0891  0.0475  -0.2461
C  -0.0856  1.4568  0.0618
C  2.2238  -1.1101  -0.2538
C  -2.3675  0.3197  -0.5603
C  -1.1638  0.4724  0.3344
C  0.9977  -0.7435  0.5706
H  0.4437  1.8631  0.9269
H  -0.1554  2.1321  -0.7910
H  -3.1705  1.0135  -0.2915
H  2.7575  -0.2104  -0.5807
H  0.4743  -1.6613  0.8739
H  -2.7581  -0.7026  -0.5006
H  -1.3159  0.2322  1.3908
H  2.9128  -1.7455  0.3125
H  1.2875  -0.2175  1.4987
H  -2.0709  0.5068  -1.5975
H  1.9013  -1.6534  -1.1479

Forces on atoms 1 to 3 (eV/Å):
0.043 -0.129 -0.006
0.069 0.261 0.006
0.037 -0.012 -0.016

(5)
The following is a quantum chemistry calculation of C5H14ClLuO3STi as an isolated structure in a non-equilibrium geometry, from the Open Molecules 2025 dataset.

Output
- spin multiplicity = 1
- relative energy (zero: lowest compared OMol25 entry of this formula, charge and spin) (eV) = 1.969
- HOMO energy (alpha / beta) (hartree) = -0.247 / -0.247
- maximum force (eV/Å) = 2.66
- gap between HOMO and LUMO (alpha / beta) (Ha) = 0.1938 / 0.1937
- LUMO (alpha / beta) (eV) = -1.44 / -1.44

Element x y z (Å)
Lu  -1.2376  -1.3275  -0.9115
Ti  -0.5524  2.8873  0.6848
Cl  -2.1722  1.1651  -0.4737
S  -0.3133  -3.4053  0.7285
O  0.3119  -1.9964  0.5859
O  -1.7045  -3.1792  0.0868
O  -0.4401  -4.0532  2.0102
C  0.4646  -4.5539  -0.4323
C  0.4088  -0.9113  -2.3381
C  -1.3539  3.3452  2.5193
C  1.2762  2.3818  0.9707
C  -0.5766  4.4998  -0.5678
H  -0.6139  3.0830  3.2974
H  0.7602  0.1422  -2.2621
H  1.0318  -3.9630  -1.1777
H  -2.2630  2.7271  2.6430
H  0.2063  -0.9704  -3.4182
H  1.3264  -1.4942  -2.2616
H  0.4864  4.6204  -0.8400
H  1.9933  2.0582  0.1774
H  1.1455  -5.2248  0.0986
H  -0.3253  -5.1397  -0.9313
H  -1.6197  4.4121  2.5975
H  -1.1593  4.2611  -1.4749
H  1.3227  1.8292  1.9278
H  -0.9420  5.4408  -0.1273

Forces on atoms 1 to 3 (eV/Å):
0.081 2.297 1.107
1.307 -0.551 0.315
0.381 -0.957 -0.025

(6)
The following is a quantum chemistry calculation of a 7-piece molecular cluster, C12H36BF4NO9 overall in a non-equilibrium geometry, from the Open Molecules 2025 dataset.

Output
- spin multiplicity = 1
- HOMO energy (hartree) = -0.358
- maximum force (eV/Å) = 3.28
- gap between HOMO and LUMO (Ha) = 0.3280
- LUMO (eV) = -0.81

Element x y z (Å)
F  -1.4730  -0.3076  5.4561
F  -3.4863  -0.9052  4.7524
F  -2.6082  -1.9997  6.4439
F  -1.6609  -2.3013  4.5371
O  -4.4002  6.2322  1.2238
O  4.4690  0.2991  1.4349
O  3.2179  -6.0517  -1.1993
O  1.1767  -4.0930  -0.2113
O  4.5624  2.9351  -3.5397
O  -4.1274  -1.2964  -1.3822
O  2.2895  1.1913  -2.6314
O  -2.7692  3.8974  0.1729
O  3.0220  2.8890  2.2933
N  -0.5884  0.0395  1.2897
C  2.1206  2.2578  -3.6058
C  -3.0048  6.0376  1.2740
C  2.3932  -6.1704  -0.1096
C  4.3320  2.4083  2.5510
C  -4.6435  -2.5825  -0.8555
C  -3.5099  -2.8936  -2.9821
C  3.4709  2.4192  -4.2879
C  -4.6544  -3.4758  -2.1437
C  2.0552  -4.8508  0.6285
C  4.4019  0.9181  2.6764
C  -3.6340  -1.4474  -2.7218
C  -2.2354  5.1596  0.2162
B  -2.3035  -1.3796  5.2818
H  -5.5628  -3.4929  -2.7459
H  -2.6566  5.5901  2.2049
H  2.7571  3.5350  2.9521
H  -0.2830  -0.7997  0.8180
H  1.6660  -5.0992  1.6158
H  3.5775  0.5168  3.2659
H  0.2627  0.5831  1.2748
H  2.9852  1.5406  -2.0696
H  3.7720  1.4907  -4.7728
H  -4.1807  -0.9410  -3.5172
H  4.5781  2.8729  3.5059
H  2.9833  -4.2834  0.6987
H  3.2655  3.2163  -5.0025
H  -3.6914  4.1427  0.0676
H  -2.6592  -0.9604  -2.7500
H  -4.5005  -4.5297  -1.9121
H  -4.5709  7.0549  1.6881
H  2.7746  -6.8478  0.6545
H  -1.2755  0.6357  0.8510
H  -2.0687  5.5163  -0.8002
H  1.4465  -6.6028  -0.4335
H  -5.6492  -2.5508  -0.4363
H  -2.5449  -3.2491  -2.6208
H  5.4026  0.1610  1.2594
H  -3.5277  -3.2908  -3.9970
H  1.6932  -3.9449  -1.0068
H  -1.2124  5.0278  0.5686
H  1.2895  2.1184  -4.2971
H  1.7707  3.0660  -2.9636
H  5.0356  2.7492  1.7916
H  -4.0610  -3.0792  -0.0795
H  5.1947  0.5751  3.3411
H  5.3463  2.5155  -3.9015
H  3.6240  -6.8999  -1.3924
H  -2.5410  7.0193  1.3696
H  -0.8518  -0.2849  2.2093

Forces on atoms 1 to 3 (eV/Å):
1.457 1.746 0.184
-1.057 0.342 -1.365
-0.404 -0.695 2.385

(7)
The following is a quantum chemistry calculation of C9H13O7PTm as an isolated structure in a non-equilibrium geometry, from the Open Molecules 2025 dataset.

Output
- spin multiplicity = 3
- HOMO energy (alpha / beta) (hartree) = -0.695 / -0.695
- charge = +3
- maximum force (eV/Å) = 7.31
- gap between HOMO and LUMO (alpha / beta) (Ha) = 0.2107 / 0.2120
- LUMO (alpha / beta) (eV) = -13.18 / -13.15
- ⟨S²⟩ = 2.0022

Element x y z (Å)
Tm  0.5458  0.3809  -1.0693
P  -1.5140  -2.0732  0.8238
O  0.1407  4.0324  -1.1965
O  -2.3071  -0.7559  1.3542
O  -0.6806  -2.7221  2.0275
O  -2.5925  1.8566  -0.7143
O  3.6423  2.0688  -0.5500
O  0.2128  2.4306  1.8902
O  0.9674  -1.0837  0.3110
C  2.6157  1.5999  -0.8244
C  0.1371  -0.3479  -5.1173
C  2.1164  -1.2345  1.1407
C  -1.5939  1.3204  -0.9265
C  0.1325  0.9510  -5.4555
C  -0.3927  -2.3076  3.3768
C  0.3423  1.6849  1.0103
C  0.4342  2.9243  -1.3179
C  -2.2676  -0.0097  2.5728
H  0.1599  -3.1316  3.8368
H  0.2513  -1.4104  3.4720
H  -3.0759  -0.3377  3.2278
H  -0.7986  -0.9110  -4.9993
H  -1.3000  -0.0995  3.0751
H  1.0634  1.5028  -5.6457
H  2.0872  -2.2546  1.5507
H  -1.3076  -2.1735  3.9707
H  -2.4261  1.0399  2.3329
H  1.0729  -0.9143  -5.0213
H  -0.8054  1.4988  -5.6237
H  3.0353  -1.0466  0.5489
H  2.1049  -0.4777  1.9395

Forces on atoms 1 to 3 (eV/Å):
1.173 -2.473 -0.510
0.396 0.452 3.632
1.407 -4.486 -0.607

(8)
The following is a quantum chemistry calculation of one molecule with the formula C3H5NO, from the Open Molecules 2025 dataset.

Output
- spin multiplicity = 1
- SMILES string = COCC#N
- relative energy (zero: lowest compared OMol25 entry of this formula, charge and spin) (eV) = 1.196
- HOMO energy (hartree) = -0.396
- maximum force (eV/Å) = 0.94
- gap between HOMO and LUMO (Ha) = 0.4253
- LUMO (eV) = 0.81

Element x y z (Å)
O  -0.3576  0.4431  -0.8395
N  2.2470  -0.3035  1.2397
C  0.5375  -0.6280  -0.7370
C  -1.1051  0.7362  0.3293
C  1.5213  -0.4458  0.3527
H  -0.9342  0.0021  1.1405
H  1.0559  -0.6784  -1.6986
H  -2.1703  0.7375  0.0822
H  0.0232  -1.5870  -0.5710
H  -0.8178  1.7237  0.7017

Forces on atoms 1 to 3 (eV/Å):
0.057 -0.053 -0.116
-0.565 -0.107 -0.749
-0.084 -0.008 -0.138

(9)
The following is a quantum chemistry calculation of a 10-piece molecular cluster, C5H30N2O10 overall in a non-equilibrium geometry, from the Open Molecules 2025 dataset.

Output
- spin multiplicity = 1
- SMILES string = NCCCCNC=O.O.O.O.O.O.O.O.O.O
- relative energy (zero: lowest compared OMol25 entry of this formula, charge and spin) (eV) = 2.720
- HOMO energy (hartree) = -0.350
- maximum force (eV/Å) = 2.03
- gap between HOMO and LUMO (Ha) = 0.3602
- LUMO (eV) = 0.27

Element x y z (Å)
O  -3.8751  -0.0520  -1.3711
O  2.1072  -4.3616  -0.5148
O  -2.5496  0.5592  1.6684
O  -2.8355  2.0807  -0.9490
O  1.2790  -0.1452  -3.4150
O  -0.7618  -2.4056  2.6353
O  -1.3799  4.7367  -0.4134
O  -1.1664  1.7304  -3.6124
O  -0.9303  -3.3492  0.2495
O  -1.4362  -0.7767  -0.7456
N  0.9900  -1.1016  3.1613
N  3.9209  1.0670  -0.7509
C  0.0680  -2.0509  3.4599
C  1.3231  1.0035  1.7865
C  0.7150  -0.4062  1.8843
C  2.8820  0.2374  -0.0983
C  1.8047  1.2467  0.3725
H  4.7798  0.5756  -1.0019
H  -1.4286  2.5355  -3.1996
H  -1.8745  -3.3776  0.4698
H  0.5249  0.2679  -3.8265
H  -3.3917  0.4747  2.1490
H  -0.5394  -0.5839  -1.0663
H  2.2959  -3.4183  -0.4621
H  2.2256  2.2291  0.2211
H  -1.5808  0.9734  -3.1574
H  -0.3779  -0.3427  1.7905
H  2.5182  -0.4907  -0.8376
H  3.3621  -0.4274  0.6313
H  -2.8807  1.1152  -1.1265
H  -4.2577  -0.2015  -0.5118
H  3.6053  1.2773  -1.7007
H  1.9328  -0.4635  -4.0469
H  -0.7985  4.0715  -0.8313
H  0.7204  1.8073  2.2039
H  -1.3259  -1.6493  -0.2882
H  1.8340  -0.9329  3.6761
H  -3.7323  2.3827  -1.1375
H  -2.6192  0.8375  0.7240
H  -0.5050  -3.0748  1.0778
H  0.0514  -2.5013  4.4565
H  -1.1465  4.7984  0.5021
H  1.2307  -4.3911  -0.1275
H  0.9377  0.9934  -0.2629
H  2.1521  1.0160  2.5199
H  -2.9952  -0.4799  -1.2817
H  1.1279  -1.0336  1.0972

Forces on atoms 1 to 3 (eV/Å):
-0.271 -1.467 -0.644
0.124 0.375 0.164
0.161 -0.231 -0.019